Density functional theory data (ωB97M-V/def2-TZVPD) for C19H19N7O2S3SeSr as an isolated structure.

Structure (XYZ):
```
52
C19H19N7O2S3SeSr | the OMol25 dataset | ωB97M-V/def2-TZVPD
Sr -1.06626 0.25630 -0.05249
O -0.19704 7.88608 -0.36964
N -0.20529 6.90676 -1.13756
O -0.23683 7.06319 -2.36752
C -0.19778 5.61383 -0.58104
C -0.17018 5.53221 0.80034
C -0.21850 4.31667 1.47880
C -0.07076 4.21825 2.87858
C -0.15838 2.99848 3.49321
C -0.49620 1.88441 2.70268
N -0.61981 1.93832 1.40451
C -0.35567 3.09358 0.75192
C -0.42347 3.15455 -0.69917
N -0.61627 2.01878 -1.37071
C -0.48803 1.98613 -2.68627
C -0.16146 3.10785 -3.41900
C -0.06174 4.32417 -2.75993
C -0.23126 4.39279 -1.37410
H -0.09882 6.45089 1.36394
H 0.12403 5.12231 3.44373
H 0.00169 2.88487 4.55612
H -0.68522 0.91518 3.15489
H -0.64486 1.01732 -3.15066
H -0.01233 3.03883 -4.48716
H 0.14491 5.22114 -3.31518
S 4.17317 1.23150 -1.45560
C 2.75767 1.26338 -0.54119
S 1.71540 -0.07026 -0.48147
S 2.60271 2.66300 0.43426
Se -3.34435 -1.22599 0.09598
C 1.23994 -3.48341 0.53922
N -0.12872 -3.03859 0.30146
C -1.01561 -3.69555 1.26621
N -0.93233 -5.16466 1.15930
C 0.45403 -5.56386 1.37403
N 1.37787 -4.94803 0.41788
C 0.93945 -5.32525 -0.92878
N -0.43464 -4.91919 -1.20833
C -0.52718 -3.45633 -1.04472
C -1.31164 -5.52999 -0.20654
H 1.54607 -3.19220 1.54737
H 1.90614 -3.00529 -0.18193
H -2.03949 -3.36408 1.07534
H -0.72450 -3.39987 2.27814
H 0.53133 -6.65358 1.28211
H 0.75335 -5.27143 2.38458
H 1.01820 -6.41391 -1.02885
H 1.60449 -4.85329 -1.65669
H -1.55870 -3.13513 -1.21242
H 0.13491 -2.97985 -1.77389
H -1.25880 -6.62003 -0.30833
H -2.33326 -5.19100 -0.38545
```

Net charge: -2
E_LUMO (spin up / spin down): 0.0975 / 0.0977 hartree
Electronic energy: -4895.87391 Eh
Orbital gap (spin up / spin down): 0.110 / 0.111 hartree
Energy relative to the best compared isomer or geometry (same formula, charge and spin): 4.361 eV

Atom charges from the Mulliken analysis, given in e for atoms 1 to 8:
1 Sr 1.43
2 O -0.70
3 N 1.03
4 O -0.67
5 C -0.86
6 C -0.35
7 C 1.02
8 C -0.69


Density functional theory data (ωB97M-V/def2-TZVPD) for C47H66CuNP2SeSi as an isolated structure.

Structure (XYZ):
```
119
C47H66CuNP2SeSi | the OMol25 dataset | ωB97M-V/def2-TZVPD
Cu -6.45690 -21.72543 -0.87006
C -7.97655 -23.46848 2.14787
Si -7.16933 -21.83954 1.45919
C -5.57541 -21.85248 2.56736
C -5.74234 -21.84352 3.95229
C -4.68525 -22.02394 4.82214
C -3.41408 -22.25519 4.31010
C -3.22084 -22.26093 2.94394
C -4.28090 -22.02423 2.06338
P -4.04123 -22.03388 0.24649
C -3.02030 -23.59282 0.07789
C -2.66567 -23.87994 -1.38131
C -2.09502 -25.28223 -1.56779
C -3.06614 -26.33247 -1.04936
C -3.35334 -26.08822 0.42402
C -3.93679 -24.69997 0.62160
C -2.91676 -20.56216 -0.04731
C -2.64940 -20.39148 -1.56685
C -1.17646 -20.13464 -1.86647
C -0.65810 -18.96001 -1.04560
C -0.88023 -19.16948 0.46210
C -1.62384 -20.46929 0.76811
C -8.17281 -20.47326 2.39499
C -9.07576 -20.79361 3.41173
C -9.68682 -19.80884 4.18005
C -9.44190 -18.47263 3.91397
C -8.60759 -18.13049 2.86396
C -7.95821 -19.11321 2.11881
P -6.80863 -18.71881 0.74719
C -7.96821 -17.85404 -0.45655
C -8.41544 -16.39161 -0.25910
C -7.64131 -15.45346 -1.18211
C -8.00752 -15.73281 -2.64424
C -8.23531 -17.23191 -2.86913
C -7.42794 -18.06137 -1.88022
C -5.57379 -17.52906 1.52266
C -4.90130 -18.33155 2.65529
C -3.96518 -17.45467 3.50701
C -3.42888 -16.28992 2.68774
C -4.57463 -15.35659 2.26697
C -5.89003 -16.12580 2.04778
H -7.81270 -23.58176 3.23334
H -7.53667 -24.34573 1.65152
H -9.06002 -23.49156 1.95069
H -6.73973 -21.70752 4.36599
H -4.84646 -22.01761 5.89327
H -2.58499 -22.44035 4.97912
H -2.22943 -22.48064 2.56349
H -2.10609 -23.53582 0.68676
H -1.94559 -23.14480 -1.74635
H -3.56484 -23.76438 -1.99925
H -1.14178 -25.37183 -1.02624
H -1.86394 -25.44275 -2.62456
H -2.67640 -27.33946 -1.21957
H -4.00914 -26.25792 -1.61245
H -2.41926 -26.19336 0.99809
H -4.03757 -26.83902 0.82485
H -4.15405 -24.53735 1.67345
H -4.89457 -24.64339 0.09313
H -3.56025 -19.73886 0.27626
H -3.23300 -19.55190 -1.95009
H -3.01100 -21.24842 -2.12346
H -1.05567 -19.93508 -2.93485
H -0.57705 -21.03175 -1.66567
H -1.19057 -18.06192 -1.37432
H 0.39741 -18.79345 -1.26008
H -1.45383 -18.33527 0.87421
H 0.07552 -19.17874 0.99672
H -1.84775 -20.50006 1.82996
H -0.98002 -21.33469 0.55833
H -9.29447 -21.83599 3.62394
H -10.35245 -20.09169 4.98996
H -9.90267 -17.69771 4.52551
H -8.44418 -17.08044 2.63738
H -8.84502 -18.50130 -0.37255
H -8.33971 -16.08581 0.77859
H -9.47760 -16.31003 -0.51172
H -6.56658 -15.60001 -1.01408
H -7.84829 -14.41596 -0.92284
H -7.21700 -15.36473 -3.30169
H -8.90470 -15.17466 -2.90926
H -7.98433 -17.51802 -3.89046
H -9.29625 -17.48268 -2.73664
H -6.36472 -17.78805 -1.93586
H -7.47853 -19.11815 -2.13645
H -4.84646 -17.40834 0.70870
H -4.35257 -19.17427 2.22738
H -5.66468 -18.77451 3.29497
H -3.15741 -18.06603 3.90811
H -4.50729 -17.06342 4.37608
H -2.91573 -16.68331 1.80512
H -2.67751 -15.72862 3.25385
H -4.30328 -14.83398 1.34685
H -4.73306 -14.60052 3.03677
H -6.51066 -15.56364 1.35565
H -6.43570 -16.21104 2.99414
N -5.10235 -21.84752 -3.74056
C -5.59518 -21.76968 -2.69170
C -12.82748 -25.56730 -4.03788
C -11.82386 -24.64023 -3.41799
C -12.21481 -23.46381 -2.79345
C -11.28511 -22.56966 -2.28765
C -11.74413 -21.32134 -1.59483
C -9.91461 -22.84291 -2.41933
Se -8.68282 -21.49317 -1.85111
C -9.50258 -24.04954 -2.99164
C -8.05686 -24.45058 -3.07288
C -10.46785 -24.92011 -3.48022
H -13.84558 -25.19934 -3.89926
H -12.75923 -26.57118 -3.60674
H -12.64452 -25.66114 -5.11380
H -13.27224 -23.23478 -2.69233
H -12.83339 -21.28740 -1.51102
H -11.41755 -20.42820 -2.13132
H -11.28326 -21.25852 -0.60977
H -7.41210 -23.75533 -2.54304
H -7.70046 -24.48950 -4.10771
H -7.92200 -25.44451 -2.63731
H -10.13122 -25.85508 -3.93023
```

Net charge: -1
Multiplicity: 2
E_LUMO (spin up / spin down): 0.0898 / 0.0838 hartree
⟨S²⟩: 0.76
Electronic energy: -6899.51258 Eh
Orbital gap (spin up / spin down): 0.214 / 0.227 hartree

Atom charges from the Mulliken analysis, given in e for atoms 1 to 8:
1 Cu 0.09
2 C -1.50
3 Si 1.86
4 C 0.50
5 C -0.40
6 C -0.95
7 C -1.00
8 C -0.74


Density functional theory data (ωB97M-V/def2-TZVPD) for an isolated molecule of C5H8N2.

Structure (XYZ):
```
15
C5H8N2 | the OMol25 dataset | ωB97M-V/def2-TZVPD
C 1.02663 0.02835 0.96500
C -0.06092 -0.05246 -0.16135
C -0.03034 1.25381 -0.99499
N 0.11916 -1.17418 -0.98679
C -1.29144 -0.22163 0.65847
C -1.77178 -1.50664 0.50911
N -1.30978 -2.34399 -0.24996
H 0.86832 0.87554 1.63876
H 1.99502 0.15448 0.46671
H 1.04305 -0.89994 1.54226
H 0.95764 1.38624 -1.44379
H -0.77533 1.20124 -1.79182
H -0.24236 2.11909 -0.35740
H 1.11238 -1.35675 -1.14694
H -1.64025 0.53685 1.35271
```

E_LUMO (spin up / spin down): -0.0268 / -0.0402 hartree
Electronic energy: -304.63880 Eh
Orbital gap (spin up / spin down): 0.323 / 0.273 hartree
Energy relative to the best compared isomer or geometry (same formula, charge and spin): 5.352 eV

Atom charges from the Mulliken analysis, given in e for atoms 1 to 8:
1 C -1.46
2 C 1.69
3 C -1.42
4 N -0.60
5 C -0.80
6 C 0.10
7 N -0.38
8 H 0.38


Density functional theory data (ωB97M-V/def2-TZVPD) for a 4-piece molecular cluster, CH8O5 overall.

Structure (XYZ):
```
14
CH8O5 | the OMol25 dataset | ωB97M-V/def2-TZVPD
O -1.56690 -0.96135 1.19817
C -2.03638 -0.09036 1.91004
O -2.26287 1.17424 1.54220
H -2.35059 -0.25078 2.99054
H -1.32665 1.42823 1.28312
H 0.96785 0.68694 0.99686
H 0.15690 1.36640 -0.14804
O 0.17437 1.22931 0.82730
H 1.70710 0.16844 -2.53050
H 2.91407 1.13984 -2.77424
O 2.53738 0.55513 -2.13266
H 0.55387 -1.57443 -0.59573
H 0.18642 -2.91772 -1.13028
O 0.34544 -1.95390 -1.43677
```

E_LUMO: 0.0135 hartree
SMILES string: O=CO.O.O.O
Electronic energy: -419.08029 Eh
Orbital gap: 0.398 hartree
Energy relative to the best compared isomer or geometry (same formula, charge and spin): 1.195 eV

Atom charges from the Mulliken analysis, given in e for atoms 1 to 8:
1 O -0.44
2 C 0.19
3 O -0.48
4 H 0.33
5 H 0.44
6 H 0.30
7 H 0.34
8 O -0.66


Density functional theory data (ωB97M-V/def2-TZVPD) for C26H25BBrF4Ge2N4O7Sn as an isolated structure.

Structure (XYZ):
```
71
C26H25BBrF4Ge2N4O7Sn | the OMol25 dataset | ωB97M-V/def2-TZVPD
Sn -0.80731 -2.67824 -0.23317
C 4.90169 -1.05198 2.28180
Ge 5.24634 0.62090 1.36630
C 5.08403 2.20235 2.46890
C 6.59480 0.70814 -0.01312
Ge 2.88663 0.71327 -0.14468
C 2.80088 -0.86408 -1.25092
C 3.83907 -1.79373 -1.23854
C 3.82281 -2.87617 -2.10646
C 2.77817 -3.02678 -3.00548
C 1.75223 -2.09106 -3.04178
C 1.75517 -1.01140 -2.17061
C 2.76319 2.48121 -0.84699
C 3.04111 3.63651 -0.11238
C 2.98825 4.86995 -0.73713
C 2.66940 4.95027 -2.08761
C 2.40791 3.80117 -2.82286
C 2.46951 2.56033 -2.21237
H 5.78436 -1.24868 2.89819
H 4.76667 -1.88959 1.60350
H 4.03748 -0.96608 2.93714
H 5.65442 2.01104 3.38192
H 4.05666 2.41285 2.76092
H 5.51156 3.06610 1.96369
H 7.54769 0.85778 0.50404
H 6.42865 1.56622 -0.66284
H 6.66304 -0.19939 -0.60775
H 4.67592 -1.68499 -0.56242
H 4.63237 -3.59311 -2.08757
H 2.77308 -3.86314 -3.69150
H 0.95503 -2.18757 -3.76811
H 0.96229 -0.27956 -2.23283
H 3.27541 3.58174 0.93996
H 3.19280 5.77011 -0.17394
H 2.62831 5.91662 -2.57207
H 2.15719 3.87095 -3.87235
H 2.26984 1.66917 -2.79464
Br -6.38227 -1.33300 -2.35869
C -5.00447 -2.59028 -2.18362
C -5.14509 -3.88392 -2.66542
C -4.09252 -4.76981 -2.50579
C -2.94510 -4.33428 -1.87279
N -2.81551 -3.08552 -1.41021
C -3.82599 -2.22281 -1.56056
H -6.06069 -4.18793 -3.15412
H -4.16036 -5.78626 -2.86546
H -2.10138 -5.00054 -1.72808
H -3.68558 -1.22031 -1.18097
O -2.34944 3.59020 4.41036
N -2.92445 2.55009 4.19204
O -4.06253 2.27435 4.48914
C -2.15794 1.50504 3.48590
C -0.87905 1.76097 3.10163
C -0.15668 0.76748 2.42198
C -0.71375 -0.52318 2.08977
O -0.07511 -1.42951 1.49625
C -2.06916 -0.67911 2.53900
C -2.76804 0.28133 3.22118
N -2.77010 -1.93150 2.31046
O -2.47842 -2.63649 1.31325
O -3.64056 -2.25209 3.05712
N 1.10764 1.14984 1.97514
O 1.83816 0.24214 1.39122
O 1.54226 2.25693 2.11350
H -0.43852 2.72547 3.31160
H -3.78422 0.10622 3.55082
F -1.31196 1.10237 -2.24191
B -1.15780 0.83425 -0.93200
F -2.03297 1.38900 -0.05408
F 0.17126 0.97966 -0.50681
F -1.42932 -0.71050 -0.80141
```

Net charge: +2
Multiplicity: 2
E_LUMO (spin up / spin down): -0.2784 / -0.3231 hartree
⟨S²⟩: 0.75
Electronic energy: -9117.34574 Eh
Orbital gap (spin up / spin down): 0.242 / 0.197 hartree
Energy relative to the best compared isomer or geometry (same formula, charge and spin): 0.000 eV

Atom charges from the Mulliken analysis, given in e for atoms 1 to 8:
1 Sn 1.27
2 C -0.92
3 Ge 0.31
4 C -1.07
5 C -0.95
6 Ge -0.48
7 C 0.82
8 C -0.27